Entry 1:
{"formula": "C25H44Cl2NO9P2S", "method": "ωB97M-V/def2-TZVPD", "symbols": ["C", "C", "C", "O", "O", "C", "C", "C", "C", "C", "C", "C", "P", "O", "Cl", "C", "C", "O", "C", "C", "O", "C", "C", "C", "C", "Cl", "P", "C", "C", "C", "C", "O", "C", "C", "O", "N", "S", "C", "O", "O", "H", "H", "H", "H", "H", "H", "H", "H", "H", "H", "H", "H", "H", "H", "H", "H", "H", "H", "H", "H", "H", "H", "H", "H", "H", "H", "H", "H", "H", "H", "H", "H", "H", "H", "H", "H", "H", "H", "H", "H", "H", "H", "H", "H"], "xyz": [[5.08, 0.76, 1.74], [3.91, 0.26, 2.10], [3.79, -1.20, 2.35], [3.73, -1.64, 3.49], [3.78, -1.95, 1.25], [3.40, -3.32, 1.47], [2.89, -3.91, 0.15], [1.55, -4.63, 0.37], [0.38, -3.97, -0.38], [0.16, -2.51, 0.12], [-1.27, -2.33, 0.65], [-1.98, -0.99, 0.47], [-3.82, -1.61, 0.43], [-4.57, -0.60, -0.60], [-4.56, -1.05, 2.27], [-1.68, -0.20, -0.81], [-2.13, -0.85, -2.13], [-1.25, -0.68, -3.22], [-0.23, -1.61, -3.30], [1.19, -1.09, -3.24], [-0.45, -2.80, -3.45], [-1.85, 1.33, -0.54], [-1.22, 2.35, -1.52], [0.02, 1.95, -2.34], [0.78, 3.23, -2.69], [2.34, 2.87, -3.47], [-3.57, 1.98, -0.14], [-3.43, 3.74, 0.39], [-4.60, 1.96, -1.67], [-1.23, 1.40, 0.87], [0.23, 1.83, 0.99], [0.15, 3.24, 1.13], [1.25, 3.98, 0.74], [2.61, 3.35, 0.53], [1.10, 5.18, 0.59], [-1.70, 0.10, 1.50], [-1.06, -0.29, 3.12], [0.59, -0.97, 3.03], [-1.01, 0.98, 3.75], [-1.91, -1.22, 3.78], [5.95, 0.13, 1.71], [5.22, 1.80, 1.48], [3.05, 0.89, 2.27], [4.28, -3.88, 1.79], [2.68, -3.41, 2.27], [2.71, -3.07, -0.51], [3.59, -4.60, -0.28], [1.59, -5.67, 0.06], [1.25, -4.66, 1.41], [0.63, -3.94, -1.43], [-0.48, -4.60, -0.21], [0.43, -1.88, -0.71], [0.92, -2.37, 0.88], [-1.88, -3.06, 0.13], [-1.30, -2.67, 1.68], [-5.32, -1.07, -0.99], [-0.59, -0.23, -0.90], [-2.28, -1.92, -1.98], [-3.09, -0.45, -2.43], [1.85, -1.93, -3.32], [1.37, -0.65, -2.26], [1.38, -0.34, -3.99], [-0.96, 3.22, -0.93], [-1.97, 2.69, -2.22], [0.66, 1.23, -1.87], [-0.32, 1.58, -3.29], [0.20, 3.75, -3.43], [0.90, 3.90, -1.85], [-3.63, 4.43, -0.42], [-4.12, 3.86, 1.21], [-2.45, 3.91, 0.81], [-4.77, 2.97, -2.02], [-5.53, 1.46, -1.49], [-4.04, 1.48, -2.46], [-1.74, 2.12, 1.50], [0.75, 1.43, 1.85], [0.77, 1.53, 0.10], [2.72, 2.34, 0.89], [2.77, 3.32, -0.55], [3.35, 4.04, 0.92], [-2.67, 0.39, 1.77], [0.56, -2.04, 3.16], [1.03, -0.70, 2.07], [1.15, -0.45, 3.79]], "mulliken_charge": [-1.081, -0.040, 0.517, -0.580, -0.300, -0.663, -0.431, -1.220, -1.195, 3.142, -3.104, 1.524, -0.204, -0.456, -0.186, 1.742, -1.764, -0.328, 0.820, -0.816, -0.554, 2.517, -2.237, 0.052, -0.997, -0.186, 0.234, -1.144, -1.267, -2.845, -1.341, -0.290, 0.515, -0.046, -0.576, -0.440, 1.784, -0.932, -0.715, -0.668, 0.324, 0.367, 0.458, 0.504, 0.300, 0.162, 0.573, 0.597, 0.403, 0.317, 0.538, -1.061, -1.170, 1.213, 0.452, 0.382, -0.785, 0.618, 0.283, 0.405, 0.019, 0.376, 0.806, 1.034, -0.573, 0.619, 0.514, 0.263, 0.392, 0.428, 0.302, 0.430, 0.345, 0.406, 1.121, 0.899, 0.391, -0.422, 0.191, 0.446, 0.867, 0.578, -0.273, 0.721], "gap_ev": 8.91, "fmax_ha_per_bohr": 0.0613, "total_charge": 1, "homo_ev": -11.18}


Entry 2:
{"formula": "C25H44CoO2P2", "method": "ωB97M-V/def2-TZVPD", "symbols": ["Co", "C", "C", "C", "C", "C", "C", "H", "H", "H", "C", "H", "H", "H", "C", "H", "H", "H", "C", "H", "H", "H", "C", "H", "H", "H", "C", "C", "C", "C", "C", "C", "C", "C", "H", "H", "H", "H", "H", "H", "H", "H", "H", "H", "H", "H", "P", "C", "C", "P", "C", "C", "C", "H", "H", "H", "H", "H", "H", "H", "H", "H", "H", "H", "H", "H", "H", "C", "O", "C", "O", "H", "H", "H"], "xyz": [[-0.90, 1.05, -1.63], [-0.68, -1.94, 2.61], [0.60, -2.24, 2.08], [0.84, -0.56, 3.65], [-0.54, -0.86, 3.53], [1.55, -1.42, 2.76], [-1.94, -2.62, 2.29], [-1.78, -3.68, 2.01], [-2.44, -2.18, 1.41], [-2.72, -2.47, 3.06], [-1.67, -0.22, 4.25], [-2.30, 0.37, 3.57], [-1.29, 0.46, 5.03], [-2.31, -0.98, 4.73], [1.45, 0.49, 4.50], [2.35, 0.08, 4.99], [0.74, 0.82, 5.27], [1.75, 1.36, 3.88], [3.01, -1.44, 2.59], [3.52, -1.30, 3.55], [3.35, -0.62, 1.92], [3.33, -2.39, 2.15], [0.88, -3.23, 1.01], [1.85, -3.72, 1.18], [0.90, -2.74, 0.01], [0.08, -3.99, 1.00], [-1.25, 2.14, -2.99], [-1.90, 0.80, -3.13], [-1.35, -0.21, -4.10], [-0.02, -0.80, -3.49], [0.14, -0.33, -2.05], [1.20, 0.72, -1.72], [1.13, 2.17, -2.32], [0.15, 2.37, -3.53], [-1.23, 0.24, -5.09], [0.83, -0.56, -4.13], [-2.07, -1.05, -4.22], [0.43, 1.72, -4.39], [-1.85, 3.05, -2.80], [-2.99, 0.75, -3.04], [0.21, 3.44, -3.83], [0.90, 2.86, -1.48], [2.01, 0.28, -2.35], [2.17, 2.43, -2.59], [-0.12, -1.89, -3.47], [0.10, -1.18, -1.32], [-3.46, -1.75, -0.43], [-4.83, -0.52, -0.71], [-3.44, -2.69, -2.04], [3.79, 0.85, 0.13], [1.89, 0.63, -0.27], [4.42, 0.17, -1.47], [3.83, 2.65, -0.26], [-4.47, 0.52, -0.48], [-5.60, -0.84, 0.04], [-5.21, -0.53, -1.75], [-2.39, -2.64, -2.45], [-4.12, -2.33, -2.83], [-3.68, -3.75, -1.73], [4.05, 2.82, -1.33], [4.60, 3.11, 0.36], [2.85, 3.10, -0.02], [1.36, 1.37, 0.36], [1.64, -0.40, 0.08], [5.47, -0.12, -1.28], [4.38, 0.92, -2.28], [3.85, -0.72, -1.76], [-0.95, 2.71, 2.14], [-0.65, 1.90, 0.99], [-1.63, 1.82, 0.05], [-2.81, 2.07, 0.27], [-0.08, 2.63, 2.79], [-1.82, 2.31, 2.67], [-1.13, 3.75, 1.85]], "mulliken_charge": [-0.948, 0.666, 0.388, 0.520, 0.798, 0.963, -0.771, 0.407, -0.601, 0.321, -1.622, 0.258, 0.307, 0.450, -1.476, 0.419, 0.390, 0.238, -0.937, 0.411, -0.108, 0.308, -1.243, 0.384, 0.111, 0.335, -0.172, 0.034, -1.327, -1.186, 0.917, 0.120, -1.030, -1.286, 0.358, 0.349, 0.362, 0.198, 0.451, 0.730, 0.530, 0.387, 0.847, 0.391, 0.520, 0.035, 0.367, -0.932, -0.808, 0.061, 0.037, -1.132, -0.961, 0.194, 0.381, 0.342, 0.045, 0.319, 0.406, 0.291, 0.420, 0.210, 0.236, -0.641, 0.406, 0.326, 0.318, -0.795, 0.001, 0.652, -0.688, 0.144, 0.242, 0.365], "multiplicity": 5, "gap_ev": [6.72, 4.23], "fmax_ha_per_bohr": 0.1347, "s_squared": 6.21, "total_charge": 1, "homo_ev": [-9.79, -9.71], "de_lowest_kj_mol": 612.8}


Entry 3:
{"formula": "C25H44F9O15", "method": "ωB97M-V/def2-TZVPD", "symbols": ["O", "C", "O", "O", "H", "C", "O", "C", "C", "O", "C", "C", "O", "C", "H", "H", "H", "H", "H", "H", "H", "H", "H", "H", "H", "H", "H", "H", "C", "O", "C", "C", "O", "C", "C", "O", "C", "H", "H", "H", "H", "H", "H", "H", "H", "H", "H", "H", "H", "H", "H", "C", "C", "O", "C", "O", "C", "F", "F", "F", "H", "H", "H", "H", "H", "C", "C", "O", "C", "O", "C", "F", "F", "F", "H", "H", "H", "H", "H", "C", "C", "O", "C", "O", "C", "F", "F", "F", "H", "H", "H", "H", "H"], "xyz": [[-22.30, 8.62, 13.88], [-22.77, 8.09, 15.08], [-22.00, 8.25, 16.08], [-23.88, 7.52, 15.13], [-21.43, 8.86, 14.27], [-25.56, 12.70, 15.45], [-25.56, 11.82, 16.55], [-24.91, 10.60, 16.18], [-25.08, 9.47, 17.16], [-24.25, 9.57, 18.29], [-24.76, 10.42, 19.27], [-23.96, 10.28, 20.52], [-24.17, 8.97, 21.02], [-23.47, 8.72, 22.21], [-25.87, 12.28, 14.50], [-24.55, 13.12, 15.35], [-26.11, 13.58, 15.77], [-23.82, 10.72, 16.18], [-25.22, 10.30, 15.18], [-24.72, 8.57, 16.66], [-26.11, 9.25, 17.48], [-25.81, 10.20, 19.53], [-24.75, 11.46, 18.90], [-24.21, 11.02, 21.30], [-22.88, 10.42, 20.37], [-22.39, 8.62, 22.03], [-23.92, 7.78, 22.52], [-23.60, 9.55, 22.93], [-25.26, 5.28, 21.89], [-23.96, 5.35, 21.42], [-23.00, 4.95, 22.36], [-21.63, 5.01, 21.72], [-21.46, 6.25, 21.06], [-20.15, 6.47, 20.65], [-19.86, 7.93, 20.27], [-20.91, 8.38, 19.45], [-20.52, 9.60, 18.83], [-26.04, 5.16, 21.14], [-25.60, 6.18, 22.44], [-25.37, 4.49, 22.65], [-23.23, 3.91, 22.63], [-23.08, 5.57, 23.26], [-21.52, 4.26, 20.92], [-20.83, 4.84, 22.45], [-19.85, 5.85, 19.79], [-19.41, 6.27, 21.44], [-18.90, 8.00, 19.75], [-19.74, 8.54, 21.18], [-21.36, 10.01, 18.27], [-19.68, 9.43, 18.15], [-20.29, 10.28, 19.65], [-19.86, 11.29, 14.61], [-21.00, 12.24, 14.26], [-21.96, 11.73, 13.35], [-21.67, 11.57, 12.07], [-20.65, 11.90, 11.56], [-22.87, 11.08, 11.22], [-23.87, 10.62, 11.97], [-23.34, 12.12, 10.53], [-22.46, 10.09, 10.44], [-20.06, 10.47, 15.29], [-19.08, 11.89, 15.09], [-19.42, 10.89, 13.69], [-20.61, 13.21, 13.98], [-21.57, 12.33, 15.18], [-19.37, 8.40, 11.97], [-18.78, 7.82, 10.70], [-19.65, 8.43, 9.70], [-19.36, 8.34, 8.43], [-18.41, 7.76, 7.97], [-20.43, 9.01, 7.55], [-21.51, 8.23, 7.47], [-20.76, 10.17, 8.13], [-19.98, 9.21, 6.33], [-19.37, 9.49, 11.85], [-18.79, 8.15, 12.86], [-20.39, 8.07, 12.12], [-18.93, 6.74, 10.60], [-17.75, 8.07, 10.43], [-19.52, 5.70, 15.58], [-20.43, 5.26, 14.44], [-19.89, 4.08, 13.77], [-19.06, 4.27, 12.77], [-18.56, 5.29, 12.42], [-18.58, 2.88, 12.24], [-19.61, 2.09, 11.92], [-17.82, 3.10, 11.16], [-17.83, 2.23, 13.15], [-19.79, 6.72, 15.85], [-18.48, 5.67, 15.25], [-19.64, 4.95, 16.36], [-20.49, 6.05, 13.69], [-21.47, 5.07, 14.66]], "mulliken_charge": [-0.390, 0.676, -0.432, -0.868, -0.042, -0.693, -0.400, 0.040, -1.021, 0.065, -0.579, -0.307, -0.176, -0.171, 0.303, 0.217, 0.292, -0.007, 0.554, 0.267, 0.326, 0.260, 0.332, 0.399, 0.082, -0.044, -0.190, 0.408, -0.772, -0.270, -0.558, -0.665, 0.002, -0.620, -0.790, 0.019, -0.800, 0.264, 0.242, 0.347, 0.469, 0.329, 0.298, 0.344, 0.262, 0.346, 0.488, 0.343, -0.131, 0.417, 0.462, -0.689, -0.381, -0.097, 0.471, -0.573, 0.730, -0.197, -0.284, -0.245, 0.047, 0.442, 0.135, 0.417, 0.280, -0.660, -0.687, -0.166, 0.220, -0.574, 0.974, -0.260, -0.222, -0.261, 0.280, 0.537, 0.102, 0.318, 0.421, -0.819, 0.165, -0.344, 0.307, -0.506, 0.870, -0.262, -0.241, -0.261, 0.155, 0.379, 0.282, -0.145, 0.411], "gap_ev": 7.64, "fmax_ha_per_bohr": 0.0634, "total_charge": -1, "homo_ev": -5.12, "de_lowest_kj_mol": 0.0}